(1)
C23H61IO13S | ωB97M-V/def2-TZVPD

The geometry in ORCA input format:
```
! wB97M-V def2-TZVPD RIJCOSX def2/J DEFGRID3
* xyz 0 1
C -1.44 -1.37 -3.45
C -2.53 -0.51 -3.73
C -3.78 -0.55 -2.73
C -5.16 -0.61 -3.53
O -5.82 -1.79 -2.95
S -7.36 -1.64 -3.66
O -8.52 -2.12 -2.88
O -7.17 -2.40 -4.94
O -7.44 0.04 -3.87
C -6.24 0.52 -3.17
I -5.82 2.57 -3.69
H -0.89 -1.96 -4.25
H -1.15 -1.44 -2.33
H -2.47 0.16 -4.62
H -3.75 0.32 -2.01
H -3.69 -1.54 -2.20
H -5.09 -0.67 -4.66
H -6.42 0.43 -2.05
C 2.46 -0.96 0.30
C 1.74 -0.13 -0.74
O 0.60 -0.82 -1.24
H 2.78 -1.92 -0.12
H 3.33 -0.44 0.69
H 1.79 -1.20 1.14
H 2.40 0.09 -1.58
H 1.41 0.83 -0.31
H 0.01 -1.00 -0.49
C -10.03 1.91 -1.02
C -8.94 1.53 -0.03
O -8.11 2.65 0.25
H -9.59 2.28 -1.95
H -10.66 1.05 -1.25
H -10.65 2.71 -0.62
H -8.31 0.74 -0.45
H -9.38 1.16 0.90
H -8.67 3.34 0.63
C -0.32 -0.55 -8.17
C 0.16 -1.60 -7.18
O -0.94 -2.11 -6.43
H -0.80 0.27 -7.65
H 0.52 -0.16 -8.75
H -1.05 -0.98 -8.86
H 0.88 -1.17 -6.49
H 0.64 -2.44 -7.71
H -1.57 -2.49 -7.05
C 4.88 2.06 3.26
C 4.16 2.89 2.22
O 3.02 2.19 1.73
H 5.20 1.10 2.83
H 5.76 2.58 3.64
H 4.21 1.83 4.10
H 4.82 3.11 1.38
H 3.83 3.85 2.65
H 2.44 2.02 2.47
C 7.03 3.03 7.70
C 6.31 3.85 6.65
O 5.17 3.15 6.17
H 7.35 2.07 7.27
H 7.91 3.56 8.07
H 6.38 2.80 8.54
H 6.96 4.06 5.81
H 5.98 4.81 7.08
H 4.59 2.98 6.92
C -5.46 -5.19 -7.17
C -4.34 -5.57 -6.21
O -3.52 -4.43 -5.94
H -5.04 -4.81 -8.11
H -6.09 -6.06 -7.39
H -6.08 -4.40 -6.76
H -3.71 -6.34 -6.64
H -4.76 -5.94 -5.27
H -4.09 -3.75 -5.55
C 7.40 4.76 0.21
C 7.76 3.99 1.47
O 9.18 3.94 1.63
H 7.85 4.28 -0.66
H 6.32 4.80 0.08
H 7.79 5.78 0.26
H 7.39 2.97 1.42
H 7.33 4.47 2.36
H 9.50 4.85 1.69
C -4.10 -3.49 1.09
C -2.86 -3.34 0.23
O -1.95 -2.44 0.84
H -4.58 -2.52 1.23
H -4.82 -4.17 0.63
H -3.84 -3.86 2.09
H -3.11 -2.95 -0.75
H -2.37 -4.31 0.10
H -1.72 -2.80 1.70
C 6.78 -1.28 10.08
C 6.74 0.13 9.51
O 6.36 1.05 10.53
H 5.80 -1.56 10.48
H 7.06 -2.00 9.31
H 7.50 -1.35 10.90
H 6.00 0.19 8.71
H 7.71 0.42 9.12
H 7.01 1.00 11.23
*
```

(2)
C23H62AsF6O22S8 | ωB97M-V/def2-TZVPD

The geometry in ORCA input format:
```
! wB97M-V def2-TZVPD RIJCOSX def2/J DEFGRID3
* xyz -1 1
As -0.42 0.25 0.15
F -0.47 1.98 0.62
F -1.78 -0.07 1.29
F -0.52 -1.44 -0.47
F 0.76 0.72 -1.10
F 0.89 -0.26 1.32
F -1.65 0.65 -1.06
O -5.13 -2.06 0.96
S -4.59 -3.07 0.06
O -3.67 -4.17 0.51
O -5.84 -3.85 -0.60
C -6.57 -4.70 0.33
C -8.00 -4.99 -0.10
C -3.90 -2.43 -1.53
H -6.55 -4.33 1.35
H -6.06 -5.66 0.43
H -8.59 -5.55 0.63
H -7.91 -5.50 -1.06
H -8.50 -4.02 -0.16
H -3.12 -1.68 -1.35
H -4.71 -1.83 -1.94
H -3.54 -3.20 -2.21
O 0.93 -4.21 5.22
S 1.11 -3.23 4.15
O 2.09 -2.23 4.37
O 1.57 -3.99 2.72
C 0.91 -5.18 2.34
C 0.17 -5.08 1.01
C -0.52 -2.64 3.65
H 0.12 -5.53 3.02
H 1.75 -5.87 2.35
H -0.41 -5.98 0.81
H 0.99 -5.09 0.29
H -0.46 -4.20 1.01
H -0.72 -1.73 4.21
H -1.29 -3.36 3.91
H -0.55 -2.40 2.58
O 3.86 2.96 4.51
S 4.48 2.26 3.37
O 5.25 2.99 2.35
O 5.45 1.06 3.96
C 6.05 0.18 3.09
C 7.34 0.78 2.57
C 3.16 1.41 2.50
H 5.41 -0.08 2.24
H 6.25 -0.74 3.64
H 7.97 1.20 3.36
H 7.13 1.65 1.95
H 7.84 0.11 1.87
H 3.35 1.63 1.45
H 2.25 1.87 2.90
H 3.13 0.34 2.70
O -2.71 2.13 5.63
S -1.69 2.71 4.76
O -1.98 3.83 3.85
O -0.35 3.18 5.69
C 0.72 3.82 5.10
C 1.43 4.55 6.19
C -0.90 1.36 3.82
H 0.41 4.52 4.33
H 1.41 3.07 4.72
H 2.44 4.84 5.90
H 1.48 4.00 7.13
H 0.89 5.43 6.52
H -1.76 0.76 3.51
H -0.20 0.82 4.45
H -0.40 1.88 3.00
O -6.27 4.96 -3.39
S -5.45 3.75 -3.49
O -3.99 3.82 -3.66
O -5.94 2.79 -2.15
C -5.09 1.63 -1.82
C -5.78 0.94 -0.62
C -6.24 2.68 -4.67
H -4.09 1.93 -1.52
H -4.92 0.91 -2.62
H -5.03 0.34 -0.11
H -6.56 0.22 -0.87
H -6.22 1.66 0.07
H -6.15 3.18 -5.64
H -7.29 2.66 -4.39
H -5.84 1.67 -4.57
O 4.92 1.78 -5.93
S 3.86 0.80 -5.69
O 3.93 -0.53 -6.32
O 3.78 0.42 -4.05
C 3.88 1.45 -3.00
C 4.22 0.79 -1.67
C 2.14 1.53 -5.83
H 2.91 1.94 -2.92
H 4.63 2.22 -3.18
H 4.17 1.47 -0.82
H 5.25 0.43 -1.72
H 3.53 -0.05 -1.55
H 1.43 0.82 -5.40
H 1.99 1.71 -6.90
H 2.16 2.43 -5.21
O -0.51 -3.00 -5.07
S 0.43 -3.47 -3.98
O 0.03 -4.54 -3.07
O 1.89 -3.91 -4.71
C 3.00 -4.20 -3.86
C 4.09 -4.78 -4.76
C 1.03 -1.94 -3.03
H 2.74 -4.86 -3.04
H 3.36 -3.22 -3.55
H 4.34 -4.00 -5.48
H 3.86 -5.70 -5.29
H 4.99 -5.01 -4.19
H 1.21 -2.41 -2.06
H 0.23 -1.21 -2.90
H 1.88 -1.48 -3.53
C 1.92 4.89 0.05
S 0.89 6.42 0.01
O 0.34 6.31 -1.42
C -0.63 5.92 1.01
H 1.31 3.99 0.02
H 2.62 4.83 0.88
H 2.51 5.03 -0.86
H -1.46 6.62 0.96
H -0.39 5.83 2.07
H -1.10 5.00 0.65
*
```

Calculated values
energy relative to the best compared isomer or geometry (same formula, charge and spin): 88.9 kcal/mol

How do the records compare in E_LUMO? In the order shown, they have -0.06; 1.88 eV.
How do the records compare in orbital gap? In the order shown, they have 8.22; 8.87 eV.